Below is a single C12H21NO10S3 molecule at a distorted geometry, with properties calculated with ωB97M-V with the def2-TZVPD basis set.

ORCA input file:
```
! RIJCOSX wB97M-V def2-TZVPD def2/J DEFGRID3
* xyz 0 1
O -2.001 1.518 -1.613
O 0.209 -3.757 0.127
O 1.596 -5.688 -0.458
N 2.784 -1.995 0.641
O -2.544 -1.510 0.436
O -2.864 0.841 2.806
O -1.727 3.086 1.328
O 0.430 -0.416 1.431
O 1.270 3.263 1.707
O 1.929 -4.437 1.763
O 2.823 -3.276 -0.174
S 2.839 0.732 0.961
C 2.836 -0.819 -0.010
C 0.292 1.317 -2.773
C 0.467 0.142 -2.018
S -1.137 2.442 -2.326
C -2.047 2.577 -3.928
C 2.835 -0.827 -1.550
C 1.376 -0.963 -2.321
C -1.816 -1.716 1.685
C -1.687 0.821 1.944
C 1.302 0.695 1.792
C -0.934 2.156 1.996
C -0.901 -0.453 2.125
C 0.502 2.029 1.383
S 1.523 -4.383 0.181
H -2.020 -1.509 -0.385
H -3.485 0.316 2.366
H -2.489 3.209 1.953
H 0.759 4.042 1.440
H 2.021 -3.485 1.787
H 0.863 1.669 -3.707
H -0.008 -0.102 -1.011
H -1.539 3.316 -4.551
H -2.191 1.648 -4.455
H -3.035 2.991 -3.638
H 3.423 -1.626 -1.965
H 3.278 0.077 -1.848
H 0.915 -1.886 -2.043
H 1.524 -1.026 -3.378
H -1.301 -2.671 1.563
H -2.640 -1.906 2.424
H -1.990 0.931 0.918
H 1.490 0.714 2.878
H -0.767 2.411 3.122
H -0.617 -0.522 3.169
H 0.455 2.030 0.224
*
```

The calculation puts the orbital gap at 8.7 eV. The calculated total energy is -67247.410 eV. Its largest force on an atom is 4.55 eV Å⁻¹. The HOMO energy comes out at -9.07 eV. The value obtained for the energy relative to the best compared isomer or geometry (same formula, charge and spin) is 286.54 kJ/mol.